149
Properties=species:S:1:pos:R:3:mulliken_charge:R:1 method="wB97M-V/def2-TZVPD" homo_lumo_gap_ev=7.59 total_energy_ha=-9217.14163 spin_multiplicity=1
C -3.776 -3.919 -2.443 -0.95
C -2.499 -3.292 -3.094 0.69
O -2.264 -3.564 -4.203 -0.51
O -1.779 -2.436 -2.329 -0.38
C -1.006 -1.515 -3.113 -0.83
C -1.856 -0.541 -3.997 -0.99
C -2.017 0.912 -3.408 1.82
C -1.530 1.858 -4.588 -1.32
Br 0.449 1.808 -4.814 -0.08
C -1.942 3.376 -4.405 0.02
C -2.067 4.111 -5.821 -1.07
Br -0.579 4.432 -3.394 -0.12
O -1.203 1.318 -2.315 -0.38
C -1.895 2.062 -1.381 0.47
O -1.447 2.467 -0.426 -0.45
O -3.172 2.235 -1.883 -0.48
C -3.457 1.207 -2.837 -0.23
C -4.169 0.026 -2.048 -0.42
C -4.994 0.603 -0.826 -1.10
O -4.119 0.623 0.289 -0.15
C -4.789 1.097 1.457 -0.62
C -4.571 0.072 2.669 -0.46
O -4.143 0.862 3.789 -0.54
C -2.781 0.784 3.954 0.14
C -2.248 -0.035 5.045 -0.84
C -0.823 -0.127 5.299 0.00
C 0.165 0.561 4.501 -0.05
C 1.697 0.500 4.756 2.53
C 1.998 0.454 6.316 -1.76
C 2.257 1.933 4.304 -1.90
C 2.479 -0.560 3.919 -2.01
C 1.999 -2.040 4.080 2.46
C 3.052 -2.947 3.290 -1.66
C 0.601 -2.388 3.426 -1.21
C 2.003 -2.600 5.551 -1.51
C -0.360 1.354 3.367 -0.40
C -1.803 1.461 3.114 -0.25
H -4.701 -3.378 -2.744 0.18
H -3.864 -5.000 -2.673 0.42
H -3.686 -3.847 -1.327 0.26
H -0.326 -0.991 -2.399 0.40
H -0.322 -2.083 -3.794 0.38
H -1.340 -0.472 -4.986 0.53
H -2.881 -0.914 -4.226 0.52
H -2.011 1.515 -5.538 0.64
H -2.912 3.536 -3.895 0.29
H -3.013 4.711 -5.814 0.33
H -2.195 3.332 -6.604 0.31
H -1.214 4.793 -5.994 0.32
H -4.147 1.506 -3.663 0.48
H -4.757 -0.654 -2.701 0.60
H -3.353 -0.596 -1.591 -0.06
H -5.832 -0.121 -0.645 0.52
H -5.421 1.605 -1.069 0.33
H -5.886 1.210 1.246 0.48
H -4.431 2.123 1.737 0.31
H -3.786 -0.686 2.422 0.33
H -5.565 -0.391 2.856 0.24
H -3.001 -0.550 5.671 0.39
H -0.503 -0.764 6.142 0.28
H 1.530 1.377 6.729 0.34
H 1.401 -0.397 6.725 0.27
H 3.079 0.393 6.549 0.38
H 3.291 2.000 4.716 0.45
H 1.607 2.764 4.655 0.33
H 2.366 1.905 3.193 0.43
H 2.413 -0.280 2.836 0.31
H 3.570 -0.485 4.175 0.50
H 4.061 -2.539 3.555 0.42
H 3.018 -4.019 3.621 0.36
H 2.947 -2.815 2.182 0.34
H 0.681 -3.405 2.969 0.26
H 0.246 -1.656 2.670 0.19
H -0.157 -2.498 4.245 0.23
H 2.819 -2.063 6.105 0.22
H 1.028 -2.551 6.078 0.23
H 2.324 -3.675 5.548 0.38
H 0.280 1.909 2.662 0.36
H -2.191 2.083 2.280 0.14
C 2.862 4.868 -3.339 -0.52
N 4.057 5.253 -4.134 0.96
O 4.016 5.071 -5.328 -0.60
O 4.986 5.722 -3.532 -0.56
H 2.110 4.464 -4.010 0.05
H 3.177 4.119 -2.617 0.31
H 2.495 5.764 -2.844 0.31
C 1.293 -6.765 1.033 -0.78
N 2.429 -6.123 1.742 0.90
O 2.201 -5.655 2.824 -0.52
O 3.497 -6.119 1.183 -0.55
H 0.408 -6.693 1.656 0.32
H 1.149 -6.238 0.098 0.29
H 1.561 -7.805 0.862 0.29
C -7.037 -4.849 0.086 -0.72
N -6.798 -3.384 0.050 0.97
O -6.886 -2.829 -1.018 -0.54
O -6.531 -2.851 1.095 -0.54
H -7.265 -5.191 -0.918 0.30
H -6.131 -5.321 0.457 0.19
H -7.876 -5.029 0.753 0.36
C 5.204 7.764 -6.627 -0.57
N 4.509 9.024 -6.994 0.85
O 4.699 9.464 -8.095 -0.55
O 3.797 9.521 -6.153 -0.52
H 5.802 7.437 -7.471 0.29
H 5.834 7.976 -5.767 0.29
H 4.442 7.027 -6.385 0.19
C 1.834 11.651 -5.459 -0.68
N 1.137 12.912 -5.825 0.90
O 1.328 13.351 -6.930 -0.53
O 0.427 13.407 -4.986 -0.56
H 2.431 11.324 -6.300 0.35
H 2.464 11.863 -4.599 0.27
H 1.072 10.914 -5.218 0.27
C -5.480 -7.203 3.937 -0.72
N -5.982 -7.219 2.538 0.93
O -5.163 -7.261 1.652 -0.55
O -7.177 -7.189 2.383 -0.55
H -4.398 -7.236 3.928 0.29
H -5.834 -6.285 4.400 0.31
H -5.884 -8.079 4.437 0.30
C 5.002 -1.168 -4.660 -0.84
N 3.778 -1.358 -3.840 0.95
O 3.150 -2.376 -4.003 -0.54
O 3.496 -0.482 -3.071 -0.53
H 5.130 -2.030 -5.303 0.34
H 4.865 -0.266 -5.248 0.31
H 5.841 -1.070 -3.976 0.31
C 8.593 -1.358 -8.004 -0.72
N 7.368 -1.548 -7.185 0.87
O 6.743 -2.562 -7.348 -0.53
O 7.087 -0.666 -6.412 -0.50
H 8.719 -2.222 -8.647 0.31
H 8.457 -0.455 -8.593 0.28
H 9.432 -1.260 -7.320 0.28
C -1.661 -8.101 6.919 -0.72
N -2.791 -7.791 6.007 0.87
O -2.539 -7.144 5.010 -0.52
O -3.883 -8.210 6.331 -0.51
H -0.754 -7.669 6.509 0.31
H -1.893 -7.665 7.887 0.28
H -1.579 -9.182 6.983 0.28
C 3.871 3.082 9.727 -0.77
N 3.544 2.871 8.294 0.90
O 4.435 2.505 7.569 -0.52
O 2.409 3.082 7.959 -0.49
H 4.920 2.855 9.882 0.31
H 3.661 4.122 9.961 0.28
H 3.241 2.413 10.308 0.30